DFT (the ωB97M-V functional and the def2-TZVPD basis) results for a structure of composition C22H23N3OS in a non-equilibrium geometry.

CARTESIAN COORDINATES (ANGSTROEM)
1 C 3.355 1.212 -2.451
2 H 4.252 1.690 -1.967
3 O 2.706 0.439 -1.750
4 C 3.252 -0.720 -1.117
5 C 4.552 -1.193 -1.429
6 C 5.028 -2.171 -0.535
7 C 4.224 -2.947 0.456
8 C 2.958 -2.480 0.365
9 C 2.354 -1.413 -0.286
10 N 1.131 -1.043 -0.058
11 C 0.062 -1.117 0.863
12 N -0.905 -0.247 0.979
13 C -2.022 -0.812 1.657
14 C -3.197 -0.383 0.879
15 C -4.251 0.410 0.983
16 C -5.372 0.536 0.358
17 C -5.324 -0.336 -0.886
18 C -4.367 -1.125 -1.125
19 C -3.170 -1.112 -0.393
20 H -2.515 -1.878 -0.428
21 H -4.408 -1.664 -2.203
22 C -6.623 0.062 -1.738
23 H -7.151 0.914 -1.559
24 H -7.168 -0.893 -1.723
25 H -6.143 0.297 -3.149
26 H -6.008 1.291 0.451
27 H -4.205 0.829 2.016
28 H -2.105 0.198 2.602
29 H -2.061 -1.697 2.242
30 C -0.624 0.968 0.642
31 C 0.694 1.733 0.840
32 C 1.249 2.501 -0.109
33 N 2.488 3.123 0.249
34 C 3.089 2.635 1.310
35 C 2.577 1.820 2.286
36 C 1.413 1.513 2.095
37 H 0.979 0.620 2.598
38 H 3.172 1.675 3.438
39 H 4.061 3.276 1.472
40 H 0.668 2.943 -0.806
41 H -0.763 0.974 -0.352
42 H -1.581 1.679 1.285
43 S -0.080 -2.833 1.626
44 H 0.886 -0.316 -0.592
45 H 2.278 -3.016 1.102
46 H 4.900 -3.715 0.815
47 H 6.205 -2.438 -0.700
48 H 5.273 -0.593 -1.916
49 H 2.634 2.061 -2.994
50 H 3.601 0.749 -3.342

Computed properties:
E_tot	-40524.4943	eV
E_HOMO	-7.72	eV
lowest unoccupied orbital energy	0.2	eV
energy above the lowest of the compared OMol25 structures with the same formula, charge and spin	16.9578	eV
frontier orbital gap	7.9	eV

DFT (the ωB97M-V functional and the def2-TZVPD basis) results for a cluster of 8 separate species, C7H28FN14O7 in total in a non-equilibrium geometry.

CARTESIAN COORDINATES (ANGSTROEM)
1 F 0.245 -0.152 -0.160
2 C 4.506 0.979 0.135
3 O 5.704 0.879 -0.135
4 N 4.071 1.359 1.375
5 N 3.495 0.782 -0.762
6 H 4.864 1.441 1.990
7 H 3.111 1.380 1.655
8 H 3.705 0.335 -1.636
9 H 2.547 0.995 -0.504
10 C -3.564 -0.314 0.556
11 O -3.433 -1.541 0.650
12 N -2.601 0.418 -0.087
13 N -4.725 0.308 0.855
14 H -1.624 0.121 -0.073
15 H -2.856 1.302 -0.489
16 H -5.058 1.220 0.623
17 H -5.312 -0.294 1.414
18 C 1.280 -3.286 1.321
19 O 1.701 -4.260 1.945
20 N 2.127 -2.349 0.776
21 N 0.000 -3.126 0.900
22 H 3.066 -2.229 1.105
23 H 1.674 -1.545 0.360
24 H -0.726 -3.789 1.107
25 H -0.383 -2.314 0.440
26 C 0.631 3.347 1.296
27 O 1.713 2.807 1.093
28 N -0.521 2.857 0.778
29 N 0.503 4.479 2.066
30 H -0.427 1.982 0.275
31 H -1.424 3.241 0.968
32 H 1.227 4.548 2.766
33 H -0.401 4.750 2.408
34 C 1.481 0.524 -3.477
35 O 1.917 1.112 -4.469
36 N 0.609 1.090 -2.592
37 N 1.870 -0.754 -3.172
38 H 0.292 2.014 -2.796
39 H 0.568 0.605 -1.690
40 H 2.481 -1.244 -3.791
41 H 1.347 -1.241 -2.464
42 C -2.441 -1.937 -3.438
43 O -1.825 -2.262 -4.449
44 N -1.947 -1.328 -2.343
45 N -3.796 -2.232 -3.353
46 H -0.973 -1.082 -2.301
47 H -2.402 -1.178 -1.459
48 H -4.183 -2.222 -2.425
49 H -4.098 -2.807 -4.115
50 C -0.243 -0.412 3.401
51 O -0.211 -0.940 4.524
52 N 0.848 -0.218 2.627
53 N -1.377 0.135 2.897
54 H 1.794 -0.418 2.880
55 H 0.704 -0.132 1.620
56 H -1.282 0.589 2.008
57 H -2.248 0.007 3.368

Computed properties:
E_tot	-45635.4200	eV
E_HOMO	-6.78	eV
lowest unoccupied orbital energy	1.8	eV
energy above the lowest of the compared OMol25 structures with the same formula, charge and spin	0.4657	eV
frontier orbital gap	8.6	eV
net charge	-1

DFT (the ωB97M-V functional and the def2-TZVPD basis) results for a structure of composition C39H58AlBeCl5CsF2O20PS3 in a non-equilibrium geometry.

CARTESIAN COORDINATES (ANGSTROEM)
1 C 5.859 5.942 4.575
2 C 4.319 6.134 4.517
3 C 3.751 6.081 5.938
4 O 2.456 5.459 6.054
5 C 2.405 4.148 5.839
6 C 1.118 3.604 5.729
7 C 0.884 2.262 5.513
8 C -0.558 1.784 5.452
9 O -0.799 1.038 4.258
10 C -1.660 1.662 3.439
11 O -1.675 1.046 2.208
12 C -2.898 1.338 1.539
13 C -3.645 0.009 1.331
14 O -4.015 -0.117 -0.105
15 C 1.990 1.416 5.367
16 C 3.275 1.954 5.459
17 C 3.497 3.291 5.711
18 C 4.391 0.981 5.273
19 O 5.405 1.004 5.910
20 C 4.120 -0.078 4.230
21 C 5.094 -0.528 3.344
22 C 6.509 -0.009 3.301
23 C 6.655 0.846 1.997
24 C 6.932 2.331 2.271
25 C 6.216 3.264 1.333
26 O 6.031 4.424 1.560
27 O 5.790 2.723 0.154
28 C 4.742 -1.520 2.364
29 C 5.750 -2.072 1.320
30 C 6.526 -3.306 1.825
31 C 7.120 -4.163 0.698
32 Cl 8.773 -4.653 1.178
33 C 3.445 -2.012 2.294
34 C 2.472 -1.558 3.196
35 P 0.733 -2.178 3.081
36 C 0.411 -2.428 1.266
37 O 0.641 -3.684 3.718
38 C 2.830 -0.611 4.131
39 C 1.817 -0.041 5.099
40 O 0.936 -0.696 5.586
41 H 6.250 5.404 3.716
42 H 6.307 6.936 4.596
43 H 6.192 5.449 5.492
44 H 3.869 5.372 3.876
45 H 4.145 7.091 4.032
46 H 3.599 7.108 6.268
47 H 4.448 5.655 6.662
48 H 0.267 4.266 5.843
49 H -1.187 2.673 5.529
50 H -0.748 1.189 6.345
51 H -2.757 1.594 3.875
52 H -1.440 2.744 3.323
53 H -2.667 1.751 0.555
54 H -3.520 2.056 2.073
55 H -4.527 -0.061 1.964
56 H -2.950 -0.786 1.598
57 H -3.291 -0.554 -0.589
58 H 4.509 3.662 5.808
59 H 6.817 0.532 4.188
60 H 7.162 -0.884 3.162
61 H 5.752 0.730 1.397
62 H 7.442 0.377 1.404
63 H 6.695 2.594 3.303
64 H 8.015 2.472 2.172
65 H 4.919 3.098 -0.026
66 H 6.412 -1.294 0.953
67 H 5.155 -2.430 0.477
68 H 5.814 -3.957 2.363
69 H 7.313 -2.999 2.527
70 H 6.558 -5.083 0.563
71 H 7.178 -3.640 -0.254
72 H 3.215 -2.728 1.514
73 H 0.043 -3.437 1.078
74 H 1.309 -2.240 0.675
75 H -0.371 -1.735 0.957
76 H 1.472 -4.176 3.677
77 Be -5.326 -1.179 -0.245
78 O -7.232 -2.269 -3.663
79 S -6.550 -2.964 -4.697
80 O -5.110 -3.060 -4.708
81 O -7.044 -2.410 -6.134
82 C -6.928 -0.981 -6.395
83 C -5.492 -0.565 -6.645
84 C -7.217 -4.614 -4.834
85 H -7.365 -0.411 -5.576
86 H -7.516 -0.778 -7.287
87 H -4.878 -0.693 -5.754
88 H -5.450 0.483 -6.935
89 H -5.044 -1.170 -7.436
90 H -8.302 -4.560 -4.860
91 H -6.888 -5.181 -3.962
92 H -6.823 -5.076 -5.744
93 O 10.177 0.692 -0.637
94 S 10.506 0.417 0.751
95 O 12.012 0.223 0.843
96 O 9.857 -0.813 1.209
97 O 10.142 1.549 1.603
98 F -4.006 1.470 4.567
99 Cs -5.668 -4.644 -6.780
100 Al 5.744 -2.657 4.338
101 F 13.701 1.119 1.511
102 C -9.980 5.185 -8.545
103 C -9.646 4.774 -7.128
104 O -10.462 3.671 -6.691
105 C -10.106 2.478 -7.136
106 O -9.162 2.225 -7.845
107 O -10.979 1.579 -6.669
108 C -10.755 0.261 -7.156
109 H -11.047 5.387 -8.641
110 H -9.423 6.078 -8.824
111 H -9.735 4.393 -9.252
112 H -9.861 5.592 -6.444
113 H -8.589 4.528 -7.019
114 H -9.724 -0.045 -6.988
115 H -11.001 0.201 -8.215
116 H -11.415 -0.408 -6.610
117 C 16.718 -1.268 1.854
118 Cl 16.719 -0.643 3.507
119 Cl 15.068 -1.623 1.359
120 Cl 17.414 -0.060 0.770
121 Cl 17.694 -2.747 1.787
122 C -11.990 -6.966 -7.056
123 S -10.732 -6.580 -5.838
124 O -9.579 -7.500 -6.076
125 C -11.636 -7.201 -4.418
126 H -11.611 -6.689 -8.037
127 H -12.204 -8.034 -7.034
128 H -12.892 -6.393 -6.839
129 H -11.873 -8.254 -4.566
130 H -12.549 -6.621 -4.287
131 H -11.006 -7.090 -3.537

Computed properties:
E_tot	-199685.6063	eV
E_HOMO	-10.97	eV
lowest unoccupied orbital energy	-9.9	eV
frontier orbital gap	1.1	eV
net charge	+2

DFT (the ωB97M-V functional and the def2-TZVPD basis) results for a structure of composition C23H42BeCl3N2O4Si in a non-equilibrium geometry.

CARTESIAN COORDINATES (ANGSTROEM)
1 C 2.540 -1.993 -7.540
2 C 1.755 -1.418 -8.679
3 H 2.649 -3.077 -7.670
4 H 2.038 -1.795 -6.578
5 H 3.553 -1.551 -7.490
6 C 1.562 -2.007 -9.861
7 C 2.204 -3.292 -10.277
8 H 0.914 -1.533 -10.603
9 H 2.219 -4.040 -9.465
10 H 3.246 -3.146 -10.618
11 H 1.650 -3.723 -11.124
12 Be -0.062 -0.011 -0.786
13 Cl 1.671 1.279 0.318
14 Cl 1.267 -0.717 -2.105
15 C -0.133 2.234 -1.749
16 O -0.855 1.343 -1.199
17 N -0.624 3.193 -2.494
18 C -2.038 3.217 -2.854
19 C 0.237 4.206 -3.110
20 H 0.954 2.200 -1.615
21 H -2.577 2.581 -2.148
22 H -2.171 2.844 -3.885
23 H -2.385 4.256 -2.801
24 H 1.249 4.104 -2.702
25 H -0.149 5.207 -2.876
26 H 0.275 4.097 -4.207
27 H 0.245 -4.644 -1.404
28 H -0.690 -2.810 -3.205
29 C -0.721 -4.516 -0.880
30 C -1.600 -3.040 -2.620
31 N -1.308 -3.245 -1.217
32 H -0.544 -4.492 0.203
33 C -1.213 -2.214 -0.298
34 O -1.358 -0.989 -0.634
35 H -2.334 -2.244 -2.792
36 H -1.508 -2.564 0.721
37 H -1.424 -5.316 -1.157
38 H -2.014 -3.983 -3.011
39 O -0.156 -0.293 -7.756
40 C 1.103 -0.063 -8.393
41 C -0.206 0.831 -10.411
42 C 0.957 0.804 -9.638
43 H -1.077 0.244 -10.102
44 C -0.231 1.610 -11.574
45 H 1.780 0.460 -7.697
46 C 2.089 1.544 -10.017
47 H -1.139 1.641 -12.175
48 C 0.904 2.330 -11.967
49 C 2.066 2.289 -11.190
50 H 2.980 1.488 -9.382
51 H 0.884 2.923 -12.885
52 H 2.966 2.835 -11.492
53 Si -0.987 0.552 -6.568
54 Cl 0.676 -2.486 0.715
55 C -2.794 0.220 -6.866
56 C -0.603 2.368 -6.797
57 C -0.420 -0.095 -4.929
58 H -3.056 0.333 -7.932
59 H -3.423 0.919 -6.289
60 H -3.066 -0.806 -6.564
61 H -0.614 -1.177 -4.838
62 H -0.920 0.389 -4.073
63 H 0.661 0.042 -4.768
64 H -0.759 2.678 -7.846
65 H 0.445 2.597 -6.536
66 H -1.255 2.998 -6.164
67 C -1.397 0.014 4.113
68 C -0.203 0.138 3.210
69 C 1.146 0.043 3.911
70 O -0.320 0.287 2.015
71 H -1.115 -0.002 5.168
72 H -1.939 -0.901 3.848
73 H -2.063 0.857 3.916
74 H 1.660 -0.873 3.563
75 H 1.774 0.898 3.607
76 H 1.061 0.024 5.013

Computed properties:
E_tot	-81556.6839	eV
E_HOMO	-4.43	eV
lowest unoccupied orbital energy	2.2	eV
energy above the lowest of the compared OMol25 structures with the same formula, charge and spin	0.2862	eV
frontier orbital gap	6.7	eV
net charge	-1